Molecular formula: C34H50AsBrMgN2O7S5Si
Method: DFT, ωB97M-V/def2-TZVPD

Values from the calculation:
Orbital gap, hartree: 0.189
Energy relative to the best compared isomer or geometry (same formula, charge and spin), kcal per mole: 0.0
Net charge: -2
HOMO energy, eV: -1.1

Each line ends with the Mulliken charge.
Cartesian coordinates (Å):
1 Mg -0.321 1.280 0.477  1.5386
2 O -3.979 -2.739 2.755  -0.7750
3 C -3.154 -3.258 1.810  0.3825
4 C -3.384 -4.561 1.379  -0.7523
5 C -2.576 -5.121 0.399  -0.6253
6 C -1.536 -4.387 -0.150  -0.9946
7 C -1.311 -3.084 0.283  0.6383
8 C -2.102 -2.506 1.263  -0.7005
9 C -1.871 -1.045 1.647  0.5956
10 O -0.679 -0.579 1.260  -1.0177
11 N -2.058 -0.960 3.167  -0.2757
12 N -2.436 0.331 3.540  -0.4900
13 C -1.691 0.912 4.383  -0.2949
14 C -1.946 2.282 4.829  -0.0661
15 Br -3.188 3.278 3.809  -0.1553
16 C -1.272 2.904 5.796  -0.6985
17 C -0.243 2.305 6.658  0.4463
18 C -0.399 1.066 7.279  -0.2130
19 C 0.609 0.538 8.072  -0.6164
20 C 1.786 1.242 8.269  -0.4008
21 C 1.946 2.487 7.673  -0.5438
22 C 0.939 3.014 6.884  -0.3477
23 H -3.489 -1.959 3.127  0.4787
24 H -4.199 -5.117 1.827  0.4216
25 H -2.765 -6.136 0.066  0.3513
26 H -0.907 -4.817 -0.919  0.3888
27 H -0.527 -2.471 -0.150  0.3474
28 H -2.746 -0.462 1.303  -0.1396
29 H -1.123 -1.182 3.528  0.4180
30 H -0.780 0.445 4.760  0.5035
31 H -1.416 3.972 5.909  0.3713
32 H -1.324 0.519 7.149  0.5088
33 H 0.471 -0.431 8.535  0.3693
34 H 2.579 0.823 8.876  0.3754
35 H 2.867 3.040 7.806  0.3804
36 H 1.077 3.970 6.393  0.4027
37 S 5.754 5.117 2.811  -0.4000
38 C 4.332 4.351 2.348  0.0916
39 S 3.594 4.539 0.816  -0.1630
40 C 2.209 3.496 1.039  0.0679
41 C 2.140 2.889 2.253  -0.1200
42 S 0.908 1.790 2.793  -0.2492
43 S 3.449 3.279 3.345  -0.1365
44 S 1.081 3.344 -0.274  -0.5372
45 C -4.816 2.028 -0.915  -1.4223
46 As -3.000 1.415 -1.196  1.1194
47 C -2.505 2.143 -2.902  -0.4939
48 C -3.201 -0.485 -1.417  -0.6767
49 O -2.192 1.993 0.134  -1.0147
50 H -5.478 1.700 -1.717  0.3975
51 H -4.811 3.116 -0.854  0.3780
52 H -5.151 1.622 0.039  0.3434
53 H -3.408 2.278 -3.502  0.5311
54 H -1.818 1.447 -3.372  -0.4154
55 H -2.012 3.100 -2.744  0.3231
56 H -3.745 -0.644 -2.351  0.5911
57 H -3.770 -0.902 -0.588  0.5769
58 H -2.210 -0.925 -1.476  -0.4968
59 C 2.609 -0.316 0.020  -0.9077
60 C 2.473 -1.569 -0.836  2.1749
61 C 3.658 -1.714 -1.787  -1.7761
62 C 2.363 -2.791 0.069  -1.8176
63 O 1.273 -1.547 -1.618  0.7861
64 Si 0.571 -0.252 -2.371  -4.3303
65 O -0.367 0.654 -1.487  1.9275
66 O -0.406 -0.928 -3.547  -0.1417
67 C -0.318 -2.176 -4.215  2.1792
68 C -1.240 -2.058 -5.424  -2.0670
69 C 1.109 -2.471 -4.669  -1.3052
70 C -0.806 -3.276 -3.278  -1.0624
71 O 1.853 0.479 -3.104  2.0479
72 C 2.111 1.621 -3.899  1.7695
73 C 0.889 2.526 -3.991  -1.0678
74 C 2.499 1.144 -5.297  -1.9299
75 C 3.275 2.356 -3.244  -1.4421
76 H 3.540 -0.351 0.593  0.6444
77 H 1.799 -0.277 0.751  -0.1143
78 H 2.619 0.594 -0.581  -0.2130
79 H 4.595 -1.710 -1.226  0.4996
80 H 3.667 -0.889 -2.499  -0.0130
81 H 3.592 -2.658 -2.335  0.3626
82 H 3.307 -2.971 0.589  0.4550
83 H 2.114 -3.673 -0.525  0.3148
84 H 1.579 -2.629 0.808  0.1541
85 H -0.882 -1.272 -6.092  0.4010
86 H -2.246 -1.798 -5.093  0.3221
87 H -1.283 -2.999 -5.977  0.3633
88 H 1.487 -1.664 -5.297  0.2105
89 H 1.136 -3.400 -5.244  0.5221
90 H 1.767 -2.574 -3.805  -0.0195
91 H -1.829 -3.078 -2.954  0.4175
92 H -0.171 -3.301 -2.394  -0.3955
93 H -0.776 -4.252 -3.770  0.4730
94 H 0.092 2.024 -4.544  0.2341
95 H 1.144 3.446 -4.524  0.5448
96 H 0.538 2.785 -2.995  -0.1424
97 H 1.660 0.629 -5.766  0.2774
98 H 3.347 0.459 -5.242  0.3344
99 H 2.776 1.995 -5.925  0.4029
100 H 2.974 2.698 -2.252  0.0722
101 H 3.579 3.222 -3.837  0.4650
102 H 4.128 1.680 -3.149  0.2844